A structure of composition C32H64I2O11S2. Source: OMol25; level of theory: the ωB97M-V functional and the def2-TZVPD basis.

ORCA input file:
```
! RIJCOSX wB97M-V def2-TZVPD def2/J DEFGRID3
* xyz 0 1
C 6.7310 -5.0551 0.4061
C 5.4571 -5.2677 -0.4349
S 4.0957 -5.9959 0.5317
C 2.7799 -4.7880 0.2389
C 1.4165 -5.4489 0.0757
C 1.3114 -6.6407 -0.8997
I 0.5885 -8.4596 -0.1099
C 1.5895 -6.5192 -2.2079
C 2.0729 -5.2316 -2.8337
I 1.3529 -8.0645 -3.6092
O 1.1569 -5.9862 1.4114
S 0.0526 -5.2149 2.2492
O -0.8219 -6.1680 2.8347
O 0.6619 -4.2368 3.0846
O -0.6375 -4.5267 1.0107
C 0.2495 -4.4428 -0.1450
C 0.6521 -2.9717 -0.2916
C -0.3943 -2.1094 -0.9988
C 0.2468 -0.7979 -1.5345
C 0.1305 -0.6911 -3.0538
C 0.9840 -1.7627 -3.7722
C 2.3511 -1.2677 -4.2948
C 3.4967 -2.2083 -3.9253
C 4.8684 -1.5601 -3.7251
C 4.9008 -0.3493 -2.7913
C 4.0952 -0.5279 -1.4887
C 4.9025 -0.2977 -0.2090
O 5.4242 -1.4986 0.3365
C 4.4668 -2.2465 1.0480
H 6.5928 -5.4860 1.3932
H 6.9414 -3.9939 0.4918
H 7.5819 -5.5478 -0.0567
H 5.6436 -5.8767 -1.3148
H 5.1062 -4.3024 -0.7969
H 3.0723 -4.1914 -0.6168
H 2.7026 -4.1029 1.0821
H 2.3655 -5.3757 -3.8674
H 1.2885 -4.4780 -2.7825
H 2.9588 -4.8772 -2.3157
H -0.4046 -4.7206 -0.9673
H 0.7915 -2.5719 0.7120
H 1.5906 -2.9102 -0.8385
H -0.8247 -2.6503 -1.8430
H -1.2049 -1.8547 -0.3216
H 1.2984 -0.7986 -1.2437
H -0.2301 0.0546 -1.0547
H 0.4585 0.2882 -3.3978
H -0.9175 -0.8393 -3.3099
H 0.4011 -2.1862 -4.5879
H 1.1817 -2.5615 -3.0596
H 2.5206 -0.2525 -3.9391
H 2.2888 -1.2053 -5.3810
H 3.6114 -2.9562 -4.7121
H 3.2655 -2.7733 -3.0195
H 5.3216 -1.2917 -4.6801
H 5.5233 -2.3216 -3.2933
H 4.5482 0.5396 -3.3120
H 5.9428 -0.1713 -2.5276
H 3.2666 0.1806 -1.4851
H 3.6685 -1.5269 -1.4163
H 4.2737 0.1915 0.5433
H 5.7563 0.3523 -0.3889
H 3.7671 -2.7587 0.3770
H 3.9028 -1.6218 1.7431
H 5.0019 -3.0139 1.6024
C -6.0712 4.7442 -2.3884
O -4.9005 4.3619 -1.7036
C -4.7231 2.9562 -1.7017
C -3.3351 2.5999 -1.2213
O -2.3231 2.7309 -2.2081
C -1.9163 4.0608 -2.5005
C -1.0402 4.6708 -1.4295
O -1.8319 5.1487 -0.3561
C -1.0606 5.4373 0.7878
H -6.9616 4.2928 -1.9348
H -6.1530 5.8272 -2.3228
H -6.0199 4.4571 -3.4452
H -4.8784 2.5586 -2.7124
H -5.4607 2.5006 -1.0251
H -3.3397 1.5408 -0.9536
H -3.0798 3.1697 -0.3255
H -2.7755 4.7007 -2.7092
H -1.3253 3.9836 -3.4155
H -0.4738 5.5103 -1.8574
H -0.3319 3.9141 -1.0684
H -0.5718 4.5336 1.1699
H -1.7344 5.8187 1.5525
H -0.2995 6.1964 0.5716
C -5.0299 4.8772 1.6791
O -4.5323 4.8941 2.9992
C -4.8143 6.1168 3.6543
C -4.5468 6.0005 5.1378
O -5.6008 5.3853 5.8622
C -5.6881 3.9711 5.7724
C -4.6863 3.2418 6.6384
O -3.4194 3.1905 6.0064
C -2.4039 2.7891 6.8961
H -4.5965 5.6856 1.0799
H -4.7497 3.9267 1.2308
H -6.1235 4.9630 1.6711
H -5.8643 6.3943 3.4973
H -4.1735 6.9043 3.2315
H -4.4779 7.0121 5.5430
H -3.5944 5.4984 5.3206
H -5.6209 3.6353 4.7356
H -6.6853 3.7254 6.1431
H -5.0392 2.2149 6.8103
H -4.6049 3.7535 7.6055
H -2.2900 3.5104 7.7141
H -1.4725 2.7443 6.3354
H -2.6128 1.7982 7.3161
*
```

Computed properties:
M: 942.8 Da
energy relative to the best compared isomer or geometry (same formula, charge and spin): 0.0 kcal per mole
highest occupied orbital energy: -8.83 eV
orbital gap: 8.7774 eV
energy: -94610.742 eV